C47H90N2O9 | ωB97M-V with the def2-TZVPD basis set

Properties
HOMO-LUMO gap	9.64	eV
SMILES string	CCCCCCCCCCCCCCCC[C@@H](C#N)[C@](C#N)(OC[C@@H](C)O)OC[C@H](C)C(C)C.CC(C)=O.CC(C)=O.CC(C)=O.CC(C)=O.CC(C)=O.CC(C)=O
HOMO energy	-9.122	eV
total charge	0

Structure (XYZ):
```
148
C47H90N2O9 (ωB97M-V with the def2-TZVPD basis set)
C -4.0868 3.3632 -9.7988
C -2.5066 3.0595 -9.7223
C -1.7410 4.4130 -9.2819
C -0.2426 4.1212 -8.6982
C -0.2972 3.9571 -7.0731
C -0.4547 5.3646 -6.2966
C 0.5310 5.4301 -4.9902
C -0.2728 5.8159 -3.6243
C -0.3302 4.5709 -2.5680
C 0.7495 4.7465 -1.3854
C 1.1709 3.3487 -0.6727
C 2.1227 3.5960 0.6051
C 1.5116 2.9970 1.9934
C 1.6279 1.3896 1.9371
C 2.3792 0.7094 3.1943
C 1.4134 -0.3686 3.9323
C 1.5999 -1.8812 3.4154
C 1.8458 -2.8364 4.7067
N 2.0856 -3.3702 5.7733
C 0.3754 -2.4626 2.5513
C 0.3432 -1.6306 1.1670
N 0.1667 -1.2091 0.0411
O -0.8530 -2.1361 3.2775
C -2.0123 -2.2222 2.4050
C -3.3334 -2.5871 3.3082
C -2.9699 -2.9258 4.8421
O -4.2552 -1.4379 3.2906
O 0.3648 -3.8900 2.3886
C 1.2717 -4.3402 1.3462
C 1.4124 -5.9596 1.4822
C 2.4469 -6.5412 0.3500
C 0.0237 -6.7426 1.2649
C -0.8898 -6.1878 0.0630
C -0.9114 -6.8514 2.5718
H -4.3422 3.8760 -10.7944
H -4.7275 2.3966 -9.7088
H -4.4176 4.0650 -8.9535
H -2.1592 2.6444 -10.7467
H -2.3180 2.2491 -8.9223
H -1.6720 5.0895 -10.2113
H -2.4155 4.9476 -8.5111
H 0.0817 3.1094 -9.1689
H 0.4798 4.9613 -8.9982
H 0.7203 3.4910 -6.7870
H -1.1288 3.2505 -6.7249
H -0.2138 6.2362 -7.0276
H -1.5609 5.4979 -5.9852
H 1.0203 4.4106 -4.8098
H 1.2848 6.2686 -5.2216
H 0.2265 6.6989 -3.0828
H -1.3638 6.1039 -3.9000
H -1.3996 4.5558 -2.1123
H -0.1399 3.5952 -3.1498
H 0.3060 5.4069 -0.5556
H 1.7075 5.2490 -1.8058
H 0.2534 2.6918 -0.4577
H 1.7908 2.7764 -1.4751
H 3.1135 3.0463 0.4228
H 2.2919 4.7177 0.7919
H 1.9632 3.4879 2.9243
H 0.3858 3.2881 1.9808
H 0.5502 0.9772 1.9340
H 2.2262 1.0910 0.9922
H 3.4001 0.2485 2.9533
H 2.5734 1.5538 3.9709
H 1.7100 -0.3318 5.0555
H 0.3452 0.0378 3.8782
H 2.5799 -1.9661 2.7962
H -2.2560 -1.1907 1.9275
H -1.9461 -3.0661 1.6209
H -3.8506 -3.5100 2.8630
H -2.4325 -3.9561 4.8514
H -3.9639 -3.0632 5.4037
H -2.3540 -2.1204 5.3746
H -3.9705 -0.8571 4.0372
H 0.9122 -4.1500 0.2742
H 2.3293 -3.8643 1.4203
H 1.8536 -6.1779 2.5357
H 3.2037 -7.2572 0.8547
H 2.9557 -5.6680 -0.2010
H 1.8931 -7.1960 -0.4319
H 0.3062 -7.8350 0.9784
H -0.2983 -5.9721 -0.9112
H -1.7343 -6.9339 -0.2216
H -1.4222 -5.2222 0.3918
H -1.4536 -5.8546 2.7345
H -1.7482 -7.6406 2.3940
H -0.2852 -7.1896 3.4685
C -0.8599 -0.3259 -3.3326
C 0.1132 0.4298 -4.1958
O -0.1495 1.5408 -4.6262
C 1.4254 -0.2390 -4.5082
H -1.7608 0.2761 -3.1902
H -1.1386 -1.2631 -3.8198
H -0.4138 -0.5243 -2.3557
H 1.2474 -1.1724 -5.0469
H 1.9725 -0.4338 -3.5831
H 2.0269 0.4204 -5.1388
C -1.2976 4.7998 4.7341
C -0.7340 5.9080 3.8850
O -0.3023 5.6911 2.7657
C -0.7248 7.2936 4.4723
H -1.2402 3.8572 4.1836
H -0.7166 4.7041 5.6538
H -2.3442 5.0059 4.9674
H -0.1186 7.3081 5.3802
H -1.7456 7.6095 4.6939
H -0.2911 7.9900 3.7502
C -1.5848 -2.9634 -7.9100
C -2.2590 -3.0320 -6.5656
O -1.6192 -2.9517 -5.5317
C -3.7546 -3.2036 -6.5480
H -0.5085 -2.8388 -7.7692
H -1.7608 -3.8894 -8.4617
H -1.9653 -2.1086 -8.4734
H -4.0270 -4.1403 -7.0392
H -4.2314 -2.3595 -7.0510
H -4.1031 -3.2368 -5.5130
C 5.1591 -8.2250 -3.7457
C 3.9642 -8.4454 -2.8566
O 3.6739 -7.6525 -1.9782
C 3.1416 -9.6838 -3.0951
H 5.6564 -7.2952 -3.4598
H 5.8657 -9.0497 -3.6299
H 4.8381 -8.1445 -4.7866
H 3.7586 -10.5734 -2.9504
H 2.7311 -9.6682 -4.1070
H 2.3142 -9.7119 -2.3819
C -3.0556 7.1671 9.3851
C -2.6943 7.7727 8.0550
O -2.1893 7.1032 7.1707
C -2.9810 9.2378 7.8595
H -2.7930 6.1066 9.3833
H -2.4995 7.6639 10.1831
H -4.1301 7.2613 9.5568
H -2.4216 9.8267 8.5897
H -4.0522 9.4240 7.9635
H -2.6694 9.5371 6.8559
C 2.5280 -3.1065 8.7487
C 3.4856 -2.3344 9.6157
O 3.2455 -1.1910 9.9635
C 4.7534 -3.0296 10.0376
H 1.6605 -2.4824 8.5226
H 3.0141 -3.3809 7.8123
H 2.1879 -4.0009 9.2759
H 5.3390 -3.3013 9.1566
H 4.5121 -3.9205 10.6214
H 5.3473 -2.3544 10.6583
```

***

C50H51BrF4Ge2NPV | ωB97M-V with the def2-TZVPD basis set

Properties
expectation value of S²	2.116
HOMO-LUMO gap (alpha / beta)	6.74 / 7.10	eV
HOMO energy (alpha / beta)	-16.119 / -16.100	eV
total charge	+3
2S+1	3

Structure (XYZ):
```
111
C50H51BrF4Ge2NPV (ωB97M-V with the def2-TZVPD basis set)
V 0.4881 -0.0464 0.6202
F -3.0474 -5.3062 3.5937
C -2.3830 -4.1892 3.4650
C -2.0653 -3.4317 4.5740
F -2.4266 -3.8351 5.7654
C -1.3563 -2.2506 4.4285
F -1.0507 -1.5927 5.5320
C -0.9576 -1.7787 3.1884
P -0.0144 -0.2346 2.9638
C -0.6634 1.1008 3.9827
C -1.5004 2.0616 3.4115
C -2.0001 3.0967 4.1886
C -1.6566 3.1820 5.5299
C -0.8051 2.2380 6.0982
C -0.3016 1.2018 5.3315
C 1.6284 -0.6176 3.6304
C 2.0607 -1.9263 3.8440
C 3.3075 -2.1547 4.4139
C 4.1272 -1.0854 4.7507
C 3.7165 0.2205 4.4994
C 2.4735 0.4573 3.9329
C -1.2909 -2.5798 2.0997
Br -0.8311 -2.0652 0.3148
C -1.9834 -3.7607 2.2098
F -2.2704 -4.4920 1.1431
H -1.7674 2.0143 2.3673
H -2.6549 3.8365 3.7408
H -2.0486 3.9894 6.1385
H -0.5345 2.3069 7.1464
H 0.3609 0.4780 5.7863
H 1.4207 -2.7688 3.6067
H 3.6300 -3.1718 4.6125
H 5.0877 -1.2682 5.2223
H 4.3561 1.0534 4.7702
H 2.1360 1.4776 3.7817
N 2.3048 0.3112 -0.1856
C 3.1403 -0.8197 0.2561
C 4.1925 -0.6063 1.1269
C 4.9607 -1.6867 1.5258
C 4.6665 -2.9694 1.0722
C 3.6059 -3.1713 0.2026
C 2.8438 -2.0876 -0.2169
H 2.7603 1.2013 -0.0192
H 2.1398 0.2547 -1.1907
H 4.4341 0.3960 1.4650
H 5.8097 -1.5239 2.1797
H 5.2833 -3.8068 1.3761
H 3.3890 -4.1631 -0.1751
H 2.0601 -2.2327 -0.9509
C 1.0368 5.3070 1.2092
C 0.0194 5.4695 0.2735
C -0.6137 4.3622 -0.2827
C -0.2425 3.0708 0.0979
C 0.7676 2.9390 1.0577
C 1.4146 4.0338 1.6145
Ge -1.1320 1.4506 -0.5358
C -1.5264 1.6668 -2.4862
C -0.9841 2.7617 -3.2109
C -1.6049 3.2484 -4.3516
C -2.7781 2.6566 -4.8144
C -3.3274 1.5688 -4.1473
C -2.7193 1.0827 -2.9929
C -2.9593 1.3767 0.1531
C -3.3958 0.4946 1.1430
C -4.6961 0.5552 1.6313
C -5.5761 1.5078 1.1363
C -5.1565 2.3966 0.1525
C -3.8586 2.3289 -0.3395
H 1.5324 6.1751 1.6279
H -0.2873 6.4673 -0.0191
H -1.4079 4.5141 -1.0071
H 1.0514 1.9543 1.4307
H 2.1906 3.9055 2.3608
H -0.0982 3.2641 -2.8355
H -1.1875 4.1032 -4.8708
H -3.2671 3.0498 -5.6985
H -4.2466 1.1182 -4.5024
H -3.2104 0.2987 -2.4284
H -2.7232 -0.2419 1.5591
H -5.0229 -0.1379 2.4005
H -6.5893 1.5608 1.5175
H -5.8412 3.1433 -0.2332
H -3.5517 3.0309 -1.1107
C 0.0791 -5.2027 -2.6547
C -0.9251 -4.1310 -3.0721
C -0.2712 -2.7578 -3.2315
C -1.3013 -1.6447 -3.4690
Ge -0.4906 0.0492 -3.9256
C 1.3896 0.3382 -3.5869
C 2.0461 0.4298 -4.9770
C 1.8283 -0.8485 -5.7905
C 2.3809 -0.7571 -7.2099
H -0.3970 -6.1816 -2.5821
H 0.5178 -4.9738 -1.6751
H 0.8922 -5.2850 -3.3813
H -1.7325 -4.0660 -2.3330
H -1.3861 -4.4088 -4.0235
H 0.4467 -2.8016 -4.0552
H 0.3001 -2.5360 -2.3230
H -1.9416 -1.5115 -2.5960
H -1.9555 -1.8822 -4.3108
H -0.9419 0.7709 -5.1843
H 1.7919 -0.5309 -3.0514
H 1.5352 1.2513 -3.0040
H 3.1172 0.6173 -4.8607
H 1.6321 1.2836 -5.5220
H 0.7449 -1.0633 -5.8543
H 2.2785 -1.6942 -5.2605
H 1.9010 0.0496 -7.7691
H 2.2211 -1.6868 -7.7573
H 3.4570 -0.5640 -7.1885
```

***

Which formula does entry 2 have? C50H51BrF4Ge2NPV